{
  "formula": "C12H19BiNO12P2",
  "method": "wB97M-V/def2-TZVPD",
  "total_energy_ev": -63224.5083,
  "max_force_ev_per_a": 8.48,
  "gap_ha": 0.21886,
  "relative_energy_kcal_mol": 332.2,
  "charge": -1,
  "elements": ["Bi", "C", "C", "C", "C", "C", "C", "H", "H", "H", "H", "H", "H", "O", "C", "O", "C", "O", "C", "C", "O", "O", "H", "H", "H", "H", "H", "N", "C", "C", "P", "O", "O", "O", "P", "O", "O", "O", "H", "H", "H", "H", "H", "H", "H", "H", "O"],
  "xyz": [[0.420, -0.373, -0.322], [0.972, -1.566, -3.274], [1.589, -0.285, -3.366], [0.779, 0.858, -3.290], [-0.610, 0.777, -3.139], [-1.258, -0.469, -3.066], [-0.533, -1.637, -3.130], [1.540, -2.452, -3.353], [2.652, -0.198, -3.502], [1.247, 1.833, -3.351], [-1.195, 1.681, -3.094], [-2.334, -0.511, -2.968], [-1.014, -2.604, -3.120], [3.055, -2.260, 2.414], [2.022, -2.042, 1.574], [1.373, -1.033, 1.618], [1.762, -3.154, 0.568], [0.775, -2.611, -0.314], [1.408, -2.004, -1.558], [2.709, -1.091, -1.275], [3.720, -1.467, -1.861], [2.601, -0.130, -0.424], [3.200, -1.362, 2.759], [1.311, -3.998, 1.093], [2.668, -3.453, 0.039], [0.525, -1.297, -2.147], [1.667, -2.831, -2.179], [-1.575, 3.433, 1.831], [-1.701, 1.937, 2.090], [-2.591, 1.732, 3.299], [-2.522, 1.301, 0.492], [-3.252, -0.059, 0.915], [-3.568, 2.349, 0.229], [-1.418, 1.080, -0.505], [0.020, 1.223, 2.335], [0.622, 2.457, 3.289], [0.092, 0.062, 3.235], [0.769, 1.436, 1.011], [-2.471, 3.716, 1.403], [-0.863, 3.442, 1.089], [-1.211, 3.910, 2.652], [-3.581, 2.171, 3.141], [-2.146, 2.172, 4.197], [-2.723, 0.667, 3.484], [-3.567, -0.486, 0.110], [1.535, 2.190, 3.453], [-0.900, -1.057, 0.917]],
  "forces_ev_per_a": [[-6.541, 4.724, 2.601], [-2.400, 2.764, -4.782], [-0.937, 0.613, -1.979], [-0.999, -0.589, -0.005], [0.274, 0.564, -0.943], [0.704, 0.049, -0.617], [-0.386, 0.600, -3.005], [-0.137, 0.133, -2.778], [0.020, -0.115, -0.091], [0.026, 0.023, 0.035], [-0.009, 0.004, 0.151], [-0.010, -0.010, 0.102], [0.170, -0.087, 0.258], [-0.190, 0.249, -0.260], [0.179, -0.214, 0.266], [3.137, -1.580, 0.747], [-0.844, 0.673, 0.083], [1.661, -1.518, -1.174], [3.237, -2.795, 3.884], [1.342, -0.801, 0.527], [0.030, -0.004, 0.066], [1.884, -1.266, -1.156], [0.113, -0.260, 0.420], [0.082, -0.057, -0.028], [0.044, -0.011, 0.107], [1.194, -1.900, 3.380], [1.115, -1.553, 2.589], [0.684, -1.311, -1.027], [-0.134, -1.193, 0.063], [-0.098, 0.018, 0.243], [0.251, -0.139, 0.307], [-0.697, 0.697, 0.172], [0.455, 0.491, 0.051], [-1.429, 1.436, -0.568], [-0.061, 0.337, 0.853], [-0.274, 0.692, -0.474], [-0.517, 0.442, 0.470], [-0.186, 0.210, 0.982], [-0.115, 0.147, 0.206], [0.018, 0.479, 0.084], [-0.204, 0.172, 0.019], [0.020, 0.003, -0.091], [0.043, -0.022, -0.011], [0.125, 0.012, -0.097], [0.240, -0.291, 0.139], [-0.071, 0.182, 0.149], [-0.806, 0.002, 0.129]],
  "nbo_charge": [2.132, -0.256, -0.372, -0.133, -0.362, -0.077, -0.404, 0.239, 0.253, 0.213, 0.225, 0.210, 0.231, -0.680, 0.801, -0.552, -0.183, -0.555, -0.407, 0.737, -0.690, -0.757, 0.502, 0.228, 0.220, 0.385, 0.179, -0.722, -0.603, -0.645, 2.421, -0.968, -1.194, -1.183, 2.393, -1.054, -1.096, -1.172, 0.468, 0.455, 0.434, 0.211, 0.203, 0.274, 0.499, 0.492, -1.341]
}